1.
{"formula": "C3H10N2S", "method": "ωB97M-V/def2-TZVPD", "species": ["C", "C", "S", "N", "C", "N", "H", "H", "H", "H", "H", "H", "H", "H", "H", "H"], "xyz": [[1.0654, -0.4548, -0.5952], [1.6367, -1.2390, 0.6242], [0.2351, -1.9063, 1.5765], [0.1737, 0.6198, -0.2176], [-1.1808, 0.6089, -0.7377], [-1.9860, 1.7713, -0.3451], [1.8699, -0.0129, -1.1926], [0.4119, -1.1672, -1.1084], [2.2667, -0.6286, 1.2621], [2.2020, -2.0508, 0.1619], [0.3388, -1.1024, 2.6544], [0.5170, 1.5693, -0.2316], [-1.1053, 0.5731, -1.8277], [-1.7408, -0.2569, -0.3736], [-1.7866, 2.2441, 0.5348], [-2.9177, 1.4324, -0.1846]], "forces_ev_per_angstrom": [[-0.528, 0.692, 0.917], [-0.662, 0.390, -1.118], [0.311, -0.133, 0.418], [-0.838, 0.786, 1.240], [0.067, -0.111, 0.386], [-0.032, 0.581, -0.065], [0.050, -0.683, -0.299], [0.602, -0.037, -0.578], [0.086, -0.016, -0.017], [0.139, -0.158, 0.539], [-0.038, -0.115, -0.322], [0.440, -0.238, -0.219], [-0.495, 0.004, -0.260], [0.566, -0.470, -0.188], [0.784, -0.501, -0.179], [-0.452, 0.008, -0.253]], "mulliken_charge": [-0.762, -0.600, -0.247, -0.221, -0.310, -0.637, 0.363, 0.405, 0.362, 0.315, 0.127, 0.226, 0.267, 0.241, 0.228, 0.242], "total_charge": 0, "lumo_energy_ev": 0.950, "homo_ev": -8.43, "smiles": "NCNCCS", "de_lowest_kj_mol": 86.56}



2.
{"formula": "C3H13NO2", "method": "ωB97M-V/def2-TZVPD", "species": ["C", "C", "N", "C", "H", "H", "H", "H", "H", "H", "H", "H", "H", "H", "H", "O", "H", "H", "O"], "xyz": [[-0.0979, -1.3283, -1.4065], [0.6608, -1.1294, -0.1156], [1.1061, 0.2932, -0.1791], [2.3475, 0.6221, 0.4803], [-0.3505, -2.4629, -1.3587], [0.4193, -1.1655, -2.3952], [-1.0653, -0.8228, -1.4131], [1.5798, -1.8010, -0.3014], [0.1968, -1.4928, 0.8020], [0.3439, 0.8831, 0.0748], [2.3476, 1.7349, 0.6783], [2.4923, 0.0629, 1.5413], [3.1548, 0.4191, -0.1067], [-2.4051, 0.7318, -1.1310], [-2.9620, -0.1898, -0.0174], [-2.8735, 0.7181, -0.3164], [-2.0071, 1.3972, 1.0742], [-1.6642, 1.8921, 2.4563], [-1.2233, 1.6379, 1.6340]], "forces_ev_per_angstrom": [[-1.392, -3.231, -0.283], [3.043, 0.789, -2.317], [0.267, -1.522, 0.185], [-2.300, 0.930, 4.130], [0.004, 1.601, -0.569], [-0.162, 0.143, 1.486], [0.111, 0.119, -0.128], [-0.972, 1.121, 0.761], [-0.363, 0.301, 0.015], [-0.286, 0.453, 0.548], [0.096, -1.186, -0.049], [-0.260, 1.223, -2.112], [2.283, -0.801, -1.652], [0.630, -0.181, -1.023], [0.095, -0.189, -0.294], [-1.028, 0.260, 1.172], [1.025, 0.238, 0.101], [0.462, 0.069, 0.012], [-1.253, -0.136, 0.018]], "mulliken_charge": [-0.782, -0.400, -0.279, -0.910, 0.316, 0.262, 0.026, 0.318, 0.306, 0.255, 0.328, 0.241, 0.320, 0.302, 0.353, -0.689, 0.372, 0.303, -0.643], "total_charge": 0, "lumo_energy_ev": 0.654, "homo_ev": -8.37, "smiles": "CCNC.O.O", "de_lowest_kj_mol": 151.39}



3.
{"formula": "C47H55GeHfN8O7", "method": "ωB97M-V/def2-TZVPD", "species": ["Hf", "O", "C", "C", "C", "N", "C", "C", "C", "O", "O", "C", "O", "O", "H", "H", "H", "O", "C", "C", "C", "C", "N", "C", "C", "C", "C", "C", "C", "O", "C", "C", "N", "H", "H", "H", "H", "H", "H", "H", "H", "H", "H", "H", "H", "C", "C", "C", "C", "N", "N", "H", "H", "H", "H", "H", "H", "H", "H", "H", "H", "H", "H", "C", "Ge", "C", "C", "C", "C", "C", "C", "C", "C", "C", "C", "C", "C", "C", "C", "C", "C", "C", "C", "H", "H", "H", "H", "H", "H", "H", "H", "H", "H", "H", "H", "H", "H", "H", "C", "N", "C", "C", "N", "N", "C", "C", "H", "H", "H", "H", "H", "H", "H", "H", "H", "H", "H", "H", "H"], "xyz": [[0.6203, 0.3980, -0.2570], [1.1729, -5.0337, 2.7771], [1.0351, -3.8708, 2.0883], [2.1585, -3.0841, 1.7775], [1.9375, -1.9035, 1.1223], [0.7096, -1.4698, 0.7986], [-0.3999, -2.2364, 1.0452], [-0.2222, -3.4738, 1.7089], [-1.8498, -0.3121, 0.4820], [-2.9670, 0.0767, 0.0562], [-0.9476, 0.5914, 0.8575], [3.0505, -0.9838, 0.6638], [4.1851, -1.1381, 1.0833], [2.6592, -0.0576, -0.1502], [2.1036, -5.1555, 2.9879], [3.1698, -3.3871, 2.0161], [-1.0845, -4.0786, 1.9496], [2.3614, 4.5149, -5.6747], [2.0679, 5.0385, -4.3862], [1.7729, 3.9393, -3.4105], [1.8661, 4.2390, -2.0001], [1.5724, 3.2529, -1.1152], [1.1860, 2.0001, -1.4496], [1.0942, 1.6732, -2.8356], [1.4044, 2.6997, -3.7953], [0.7148, 0.3889, -3.1569], [0.6728, -0.1415, -4.4891], [0.4318, -1.4500, -4.7332], [0.4726, -1.9976, -6.1327], [1.7483, -1.8188, -6.7620], [0.2194, -2.3329, -3.6083], [0.1824, -1.8061, -2.3671], [0.3871, -0.4891, -2.0756], [2.5372, 5.2510, -6.2648], [1.1979, 5.7105, -4.4420], [2.9132, 5.6290, -4.0069], [2.1800, 5.2193, -1.6656], [1.6558, 3.4422, -0.0507], [1.3494, 2.4710, -4.8501], [0.8733, 0.5245, -5.3192], [-0.2470, -1.4881, -6.7777], [0.2198, -3.0645, -6.1150], [2.4096, -1.8508, -6.0631], [0.0633, -3.3915, -3.7605], [-0.0129, -2.4506, -1.5177], [-3.0261, 4.8133, -2.6040], [-3.5755, 3.4004, -2.3550], [-4.7100, 3.1078, -3.3393], [-4.1173, 3.2909, -0.9270], [-2.5454, 2.3722, -2.5861], [-1.6226, 2.1301, -1.5347], [-3.7670, 5.5740, -2.3463], [-2.7568, 4.9355, -3.6561], [-2.1286, 4.9865, -2.0039], [-5.5028, 3.8543, -3.2511], [-5.1253, 2.1212, -3.1305], [-4.3373, 3.1172, -4.3664], [-5.0895, 3.7830, -0.8586], [-3.4490, 3.7666, -0.2064], [-4.2339, 2.2441, -0.6450], [-2.0091, 2.5899, -3.4181], [-2.1444, 1.5919, -0.8512], [-1.3218, 3.0035, -1.0999], [-1.6507, -1.7147, 0.6567], [-3.2977, -2.5005, -0.0363], [-3.3867, -4.5056, -0.0191], [-4.6540, -5.0687, -0.1758], [-4.8236, -6.4292, -0.3823], [-3.7150, -7.2630, -0.4437], [-2.4460, -6.7243, -0.2999], [-2.2873, -5.3587, -0.0965], [-3.5304, -2.2302, -1.9954], [-3.9552, -1.0243, -2.5510], [-4.0544, -0.8651, -3.9248], [-3.7457, -1.9160, -4.7748], [-3.3300, -3.1244, -4.2389], [-3.2211, -3.2751, -2.8647], [-4.9016, -2.0230, 1.0358], [-5.7343, -0.9540, 0.7174], [-6.8197, -0.6298, 1.5188], [-7.0910, -1.3734, 2.6592], [-6.2749, -2.4463, 2.9870], [-5.1912, -2.7639, 2.1799], [-5.5230, -4.4193, -0.1517], [-5.8201, -6.8368, -0.5056], [-3.8413, -8.3250, -0.6166], [-1.5740, -7.3653, -0.3577], [-1.2866, -4.9496, -0.0185], [-4.1717, -0.1871, -1.9034], [-4.3617, 0.0902, -4.3325], [-3.8167, -1.7919, -5.8492], [-3.0701, -3.9482, -4.8944], [-2.8904, -4.2270, -2.4684], [-5.5182, -0.3616, -0.1621], [-7.4576, 0.2067, 1.2580], [-7.9340, -1.1206, 3.2913], [-6.4856, -3.0353, 3.8722], [-4.5609, -3.6097, 2.4363], [-0.2465, 3.0593, 4.4766], [0.2224, 2.8869, 3.1164], [-0.7211, 3.3223, 2.0989], [1.2839, 2.1011, 2.8010], [1.4777, 1.6538, 1.6047], [2.1684, 1.8551, 3.8649], [2.9398, 3.0135, 4.2975], [2.9875, 0.6587, 3.7294], [-1.2786, 2.7078, 4.5577], [-0.2238, 4.1170, 4.7564], [0.3718, 2.4914, 5.1634], [-1.0533, 4.3338, 2.3428], [-1.5832, 2.6562, 2.0470], [-0.2378, 3.3187, 1.1277], [2.4070, 1.2594, 1.4944], [2.3101, 3.9010, 4.3140], [3.7880, 3.2034, 3.6266], [3.3242, 2.8331, 5.3026], [3.8113, 0.7667, 3.0129], [2.3643, -0.1786, 3.4191], [3.4155, 0.4284, 4.7058]], "forces_ev_per_angstrom": [[1.334, 1.397, 0.090], [-0.048, -0.027, -0.024], [-0.196, 0.083, -0.109], [0.246, 0.189, -0.036], [-0.176, -0.410, 0.178], [0.361, -1.646, 0.492], [-0.191, 0.112, 0.318], [0.129, -0.068, 0.023], [-1.762, -0.290, 0.364], [0.404, 0.108, 0.120], [-1.928, 0.112, 1.106], [0.602, -0.146, 0.124], [-0.093, -0.069, -0.021], [0.631, -0.474, 0.506], [0.041, -0.033, 0.003], [0.010, 0.020, -0.005], [0.036, 0.037, 0.084], [-0.006, -0.058, -0.018], [-0.018, 0.029, 0.088], [-0.080, -0.226, -0.174], [-0.138, -0.030, 0.065], [0.190, 0.454, -0.121], [0.541, 1.003, -1.118], [-0.056, -0.477, -0.176], [0.123, 0.276, -0.088], [0.210, 0.626, 0.012], [-0.128, -0.222, -0.188], [0.189, 0.245, -0.076], [0.019, 0.024, 0.050], [0.009, -0.048, -0.086], [-0.095, 0.092, 0.178], [-0.025, -0.674, -0.286], [-0.172, -0.072, -1.198], [-0.030, 0.031, -0.020], [0.049, 0.023, 0.009], [-0.005, -0.019, -0.021], [0.000, -0.029, 0.094], [0.029, -0.011, -0.008], [0.003, 0.005, 0.007], [-0.031, -0.010, -0.013], [0.001, -0.036, 0.002], [-0.047, 0.041, -0.008], [-0.016, 0.040, 0.032], [-0.070, -0.026, 0.038], [-0.031, 0.028, 0.002], [-0.010, -0.115, 0.066], [-0.054, 0.176, -0.042], [0.123, 0.007, 0.057], [0.052, -0.052, -0.117], [-0.028, -0.155, -0.091], [-0.561, 0.129, -0.034], [0.024, 0.037, 0.000], [0.008, 0.013, 0.001], [-0.014, 0.030, 0.016], [0.006, 0.017, -0.034], [-0.021, 0.001, -0.031], [-0.014, -0.030, -0.014], [0.027, 0.047, -0.024], [0.007, -0.060, 0.030], [-0.026, -0.034, 0.056], [0.005, -0.039, -0.036], [-0.033, 0.019, 0.182], [0.101, 0.011, -0.030], [-0.051, 0.008, -0.359], [-0.131, -0.380, -0.017], [0.130, 0.293, 0.032], [-0.018, 0.029, 0.040], [-0.015, -0.005, 0.002], [-0.022, -0.046, -0.006], [0.051, -0.038, -0.007], [-0.008, 0.096, 0.005], [0.049, 0.086, 0.369], [0.061, 0.074, 0.055], [-0.077, 0.036, -0.062], [0.015, -0.011, -0.027], [0.055, -0.037, -0.074], [-0.054, -0.046, 0.036], [0.331, -0.067, -0.125], [0.031, 0.027, -0.089], [-0.064, 0.006, 0.023], [0.004, -0.027, 0.010], [-0.027, -0.003, 0.065], [0.056, -0.010, -0.047], [-0.034, -0.063, 0.009], [0.006, -0.009, -0.005], [0.008, -0.001, 0.020], [-0.003, 0.002, -0.005], [-0.013, -0.085, -0.059], [0.068, 0.058, -0.048], [0.018, 0.014, 0.016], [0.003, 0.013, 0.010], [-0.010, -0.003, 0.016], [0.023, -0.014, -0.029], [-0.032, 0.032, 0.037], [0.021, 0.007, -0.021], [-0.009, 0.008, -0.018], [0.022, 0.000, 0.000], [-0.032, 0.001, 0.046], [-0.009, 0.014, 0.020], [0.003, -0.220, -0.080], [0.074, 0.010, 0.000], [-0.089, 0.301, 0.152], [0.077, -0.225, -0.131], [0.037, -0.079, -0.203], [-0.082, 0.001, 0.076], [0.006, 0.031, 0.033], [0.006, -0.002, -0.021], [-0.012, -0.013, 0.024], [0.000, 0.004, 0.007], [0.027, 0.009, -0.031], [-0.003, -0.014, 0.006], [0.007, 0.071, -0.046], [0.149, 0.280, 0.225], [0.009, -0.008, 0.037], [-0.009, -0.010, 0.005], [0.016, 0.044, -0.005], [-0.011, 0.000, -0.007], [0.032, -0.016, 0.013], [0.010, -0.004, -0.012]], "mulliken_charge": [0.181, -0.591, 1.071, -0.687, 0.003, 1.139, 0.668, -1.083, -0.356, -0.706, -0.502, 0.055, -0.720, -0.687, 0.302, 0.420, 0.918, -0.499, -0.782, 0.548, -1.557, 0.029, 0.300, 1.068, -0.935, 0.683, -0.820, 0.357, -0.875, -0.549, -0.900, 0.042, 0.126, 0.292, 0.237, 0.303, 0.369, 0.333, 0.506, 0.386, 0.305, 0.290, 0.358, 0.305, 0.214, -1.732, 1.579, -1.765, -1.397, -0.434, 0.787, 0.415, 0.380, 0.317, 0.461, 0.262, 0.368, 0.478, 0.212, 0.159, 0.337, -0.075, 0.075, -1.358, 2.541, -0.444, -0.373, -0.859, -0.508, -0.836, 0.106, -0.281, 0.639, -0.610, -0.639, -0.850, 0.187, -0.528, 0.251, -0.911, -0.473, -0.713, 0.003, 0.394, 0.404, 0.357, 0.421, 0.418, -0.193, 0.271, 0.385, 0.400, 0.248, 0.183, 0.421, 0.357, 0.389, 0.370, -1.272, 0.248, -1.014, 0.326, -0.492, 0.102, -1.155, -1.112, 0.361, 0.345, 0.423, 0.482, 0.378, -0.015, 0.123, 0.361, 0.349, 0.339, 0.442, 0.301, 0.323], "total_charge": -1, "lumo_energy_ev": 2.165, "homo_ev": -2.31, "de_lowest_kj_mol": 68.52}



4.
{"formula": "C6H14", "method": "ωB97M-V/def2-TZVPD", "species": ["C", "C", "C", "C", "C", "C", "H", "H", "H", "H", "H", "H", "H", "H", "H", "H", "H", "H", "H", "H"], "xyz": [[2.6110, 0.0688, -0.3697], [1.2803, -0.6355, -0.3358], [0.0956, -0.0245, -0.2050], [-0.0314, 1.4732, -0.1978], [-1.1867, -0.8382, -0.2127], [-2.4666, -0.2677, 0.4139], [2.8264, 0.6588, 0.5373], [3.4242, -0.6519, -0.4806], [2.6643, 0.7582, -1.2189], [1.2826, -1.7257, -0.3570], [0.5792, -0.2916, 1.4844], [0.0588, 0.0377, 1.9603], [-0.8813, 1.8597, 0.3784], [0.8723, 1.9793, 0.1556], [-0.1850, 1.7396, -1.2475], [-0.9907, -1.8298, 0.2151], [-1.3619, -0.9888, -1.2807], [-2.7826, 0.6646, -0.0672], [-3.2843, -0.9880, 0.2790], [-2.3669, -0.0797, 1.4889]], "forces_ev_per_angstrom": [[0.052, -0.017, -0.130], [-0.188, 0.099, -0.563], [0.249, -0.134, -1.086], [0.067, -0.016, -0.152], [0.040, -0.118, -0.258], [0.069, 0.068, 0.000], [-0.207, -0.173, -0.128], [-0.071, 0.085, -0.003], [0.083, -0.011, 0.102], [0.053, 0.152, 0.004], [-0.876, 0.551, 1.814], [0.614, -0.329, 0.748], [0.181, -0.295, -0.092], [-0.103, -0.172, -0.096], [-0.056, 0.360, 0.040], [0.057, 0.177, -0.105], [-0.311, -0.219, -0.030], [0.088, -0.130, 0.077], [0.212, 0.147, 0.048], [0.047, -0.023, -0.191]], "mulliken_charge": [-1.253, -0.223, 0.449, -1.338, -0.409, -1.256, 0.301, 0.343, 0.315, 0.325, -0.020, 0.074, 0.390, 0.348, 0.350, 0.295, 0.304, 0.329, 0.365, 0.313], "total_charge": 0, "lumo_energy_ev": 1.158, "homo_ev": -8.27, "de_lowest_kj_mol": 250.94}



Max |F|, respectively: 0.0329; 0.0937; 0.0433; 0.0406 hartree/bohr.